Entry 1:
Entry from the OMol25 dataset: a structure of composition C3H5P at a distorted geometry (the ωB97M-V functional and the def2-TZVPD basis).

The calculation puts the energy above the lowest of the compared OMol25 structures with the same formula, charge and spin at 3.689 eV. Its gap between HOMO and LUMO is 8.593 eV.

```
9
C3H5P (the ωB97M-V functional and the def2-TZVPD basis)
C 1.097 0.821 0.310
C 0.408 -0.534 0.478
C 1.970 -0.210 0.323
P -1.792 -1.219 -0.168
H 0.904 1.868 0.368
H 0.268 -0.742 1.644
H 3.007 -0.521 0.310
H -1.770 -2.444 -0.904
H -1.888 -0.490 -1.335
```

Entry 2:
Entry from the OMol25 dataset: a structure of composition C43H34BCl2F4IrN9O3P2 at a distorted geometry (the ωB97M-V functional and the def2-TZVPD basis).

As for the net charge: -1. The calculation puts the energy above the lowest of the compared OMol25 structures with the same formula, charge and spin at 3.772 eV. Its gap between HOMO and LUMO (spin up / spin down) is 6.124 / 6.123 eV.

```
99
C43H34BCl2F4IrN9O3P2 (the ωB97M-V functional and the def2-TZVPD basis)
Ir -1.439 0.355 1.025
N -3.426 -2.693 1.707
C -3.677 -1.471 2.317
N -4.735 -1.261 3.068
N -4.553 -0.017 3.558
N -3.451 0.484 3.125
N -2.870 -0.414 2.298
C -2.361 -3.431 2.110
N -2.233 -4.760 1.855
N -1.097 -5.109 2.395
N -0.601 -4.033 2.960
N -1.354 -2.953 2.806
H -4.237 -3.238 1.457
C 5.061 0.087 -2.799
C 4.016 0.624 -1.827
C 4.573 1.860 -1.092
C 3.632 -0.421 -0.777
C 4.448 -1.437 -0.292
C 3.993 -2.316 0.687
C 2.692 -2.238 1.172
C 1.836 -1.265 0.666
P 0.017 -1.200 0.926
C 0.660 -3.960 3.603
C 1.019 -2.762 4.205
C 2.274 -2.656 4.787
C 3.155 -3.726 4.754
C 2.768 -4.924 4.162
C 1.515 -5.053 3.585
C -0.518 -2.557 -0.169
C 0.226 -3.728 -0.342
C -0.219 -4.724 -1.196
C -1.407 -4.565 -1.894
C -2.160 -3.413 -1.719
C -1.725 -2.417 -0.858
C 2.362 -0.361 -0.233
O 1.459 0.551 -0.620
C 1.562 1.095 -1.839
C 0.361 1.618 -2.271
C 0.305 2.054 -3.590
C 1.444 1.978 -4.387
C 2.653 1.510 -3.872
C 2.742 1.056 -2.561
P -0.966 1.744 -0.990
C -0.505 3.382 -0.288
C -0.948 3.754 0.980
C -0.610 4.990 1.507
C 0.174 5.871 0.782
C 0.632 5.507 -0.475
C 0.297 4.272 -1.005
C -2.350 2.057 -2.127
C -2.803 3.341 -2.405
C -3.822 3.529 -3.330
C -4.397 2.440 -3.969
C -3.950 1.156 -3.686
C -2.928 0.965 -2.771
H 5.965 -0.206 -2.266
H 5.352 0.859 -3.512
H 4.687 -0.778 -3.350
H 5.504 1.602 -0.582
H 3.863 2.221 -0.346
H 4.770 2.662 -1.807
H 5.452 -1.557 -0.678
H 4.654 -3.087 1.061
H 2.351 -2.935 1.921
H 0.329 -1.930 4.206
H 2.562 -1.719 5.244
H 4.141 -3.629 5.189
H 3.457 -5.757 4.124
H 1.194 -5.975 3.124
H 1.156 -3.867 0.193
H 0.367 -5.626 -1.317
H -1.742 -5.338 -2.574
H -3.094 -3.284 -2.252
H -2.324 -1.524 -0.711
H -0.615 2.450 -3.998
H 1.393 2.301 -5.418
H 3.526 1.495 -4.512
H -1.554 3.089 1.574
H -0.959 5.255 2.495
H 0.447 6.831 1.203
H 1.254 6.184 -1.048
H 0.679 4.004 -1.980
H -2.365 4.190 -1.898
H -4.176 4.531 -3.535
H -5.197 2.592 -4.682
H -4.404 0.301 -4.172
H -2.582 -0.037 -2.548
F 2.681 1.130 3.000
B 1.792 2.087 2.494
F 2.219 2.509 1.224
F 1.664 3.173 3.350
F 0.506 1.448 2.364
Cl -6.435 1.825 1.337
C -5.232 2.241 0.104
Cl -4.722 3.934 0.299
C -4.086 1.218 0.145
O -4.338 0.109 -0.279
O -2.955 1.674 0.565
H -5.721 2.154 -0.861
```

Entry 3:
Entry from the OMol25 dataset: a structure of composition C33H40N4P2SeV at a distorted geometry (the ωB97M-V functional and the def2-TZVPD basis).

Its multiplicity is 4. As for the expectation value of S²: 4.22. Its gap between HOMO and LUMO (spin up / spin down) is 6.476 / 5.554 eV.

```
81
C33H40N4P2SeV (the ωB97M-V functional and the def2-TZVPD basis)
V -0.374 -2.478 -4.339
C -1.075 1.545 -0.932
C -1.485 0.912 -2.009
C -1.012 1.118 -3.405
C 0.273 0.335 -3.783
C 1.560 0.695 -3.177
C 1.670 1.593 -2.201
C 0.878 2.893 -1.916
C -0.036 2.597 -0.759
C 0.824 -1.623 -0.370
H -1.718 1.369 -0.055
H -2.259 0.178 -1.946
H -0.855 2.171 -3.652
H -1.805 0.667 -4.068
H 0.113 -0.698 -3.386
H 0.396 0.275 -4.872
H 2.409 0.012 -3.295
H 2.625 1.672 -1.629
H 0.382 3.298 -2.796
H 1.576 3.698 -1.538
H 0.528 2.361 0.158
H -0.564 3.537 -0.536
H 1.672 -0.905 -0.332
H 0.377 -1.698 -1.396
H 1.188 -2.607 -0.040
P 1.397 -1.146 -7.052
P -2.011 -0.490 -6.869
N 2.755 -0.008 -7.403
N 2.105 -2.344 -8.225
N -2.150 1.301 -7.333
N -3.603 -0.867 -7.621
C 0.374 -0.292 -8.371
C -1.062 -0.884 -8.410
C 3.695 0.344 -6.437
C 4.699 1.111 -7.025
C 4.374 1.274 -8.406
C 3.163 0.590 -8.601
C 2.325 -3.666 -7.837
C 2.720 -4.409 -8.936
C 2.742 -3.531 -10.064
C 2.348 -2.281 -9.606
C -2.029 2.320 -6.393
C -2.016 3.575 -7.014
C -2.165 3.297 -8.429
C -2.197 1.927 -8.573
C -4.416 -0.249 -8.574
C -5.377 -1.132 -9.014
C -5.166 -2.381 -8.330
C -4.060 -2.193 -7.486
H 0.789 -0.334 -9.394
H 0.313 0.795 -8.109
H -1.579 -0.503 -9.326
H -1.000 -2.010 -8.530
H 3.561 0.021 -5.421
H 5.563 1.571 -6.524
H 4.904 1.807 -9.173
H 2.579 0.519 -9.505
H 2.128 -3.955 -6.830
H 2.979 -5.460 -8.954
H 2.978 -3.763 -11.107
H 2.191 -1.369 -10.172
H -1.947 2.114 -5.358
H -1.888 4.529 -6.558
H -2.226 4.033 -9.211
H -2.280 1.359 -9.489
H -4.270 0.791 -8.852
H -6.141 -0.942 -9.756
H -5.736 -3.279 -8.425
H -3.570 -2.866 -6.810
Se -0.986 -1.410 0.415
C -0.590 -0.543 2.033
C -0.929 0.798 2.247
C -0.646 1.363 3.480
C -0.105 0.587 4.497
C 0.106 -0.774 4.303
C -0.163 -1.366 3.079
H -1.484 1.379 1.498
H -0.871 2.402 3.619
H 0.188 1.065 5.433
H 0.467 -1.398 5.094
H -0.107 -2.453 2.935
```

Entry 4:
Entry from the OMol25 dataset: a structure of composition C29H47Cl3GeHgN7O2PS2 (the ωB97M-V functional and the def2-TZVPD basis).

As for the net charge: -2. The calculation puts the energy above the lowest of the compared OMol25 structures with the same formula, charge and spin at 0.000 eV. Its gap between HOMO and LUMO is 5.142 eV.

```
93
C29H47Cl3GeHgN7O2PS2 (the ωB97M-V functional and the def2-TZVPD basis)
Hg 2.185 0.679 1.170
C 3.644 -2.756 -2.936
N 4.110 -2.006 -1.774
C 5.289 -1.203 -2.052
C 3.222 -1.560 -0.825
N 3.221 -0.337 -0.411
N 2.431 -2.555 -0.296
C 1.197 -2.420 0.370
N 0.377 -3.501 0.153
N 0.986 -1.449 1.166
H 4.356 -3.554 -3.165
H 3.569 -2.093 -3.804
H 2.656 -3.185 -2.782
H 6.032 -1.855 -2.514
H 5.700 -0.800 -1.127
H 5.099 -0.378 -2.744
H 3.712 0.298 -1.032
H 2.588 -3.465 -0.698
H 0.358 -3.838 -0.811
H -0.545 -3.376 0.539
H 0.019 -1.346 1.486
N -1.580 -0.292 2.488
C -1.591 1.036 1.841
C -1.667 0.918 0.330
C -1.502 2.254 -0.393
C -0.151 2.944 -0.235
N 0.963 2.110 -0.701
H -2.527 -0.639 2.595
H -1.205 -0.181 3.427
H -0.664 1.528 2.128
H -2.405 1.672 2.212
H -2.636 0.496 0.047
H -0.908 0.211 -0.020
H -2.271 2.953 -0.047
H -1.681 2.095 -1.463
H 0.031 3.191 0.815
H -0.195 3.890 -0.788
H 1.800 2.671 -0.828
H 0.767 1.716 -1.618
Cl 4.051 2.334 -2.402
Ge 3.112 1.043 -4.113
Cl 4.960 1.085 -5.494
Cl 1.954 2.735 -5.105
C 1.084 -2.199 -5.832
C -0.398 -1.866 -5.851
C -0.663 -0.372 -5.813
O -1.154 -2.533 -4.810
P -0.659 -2.829 -3.301
S 0.404 -4.499 -3.177
S 0.140 -1.231 -2.453
O -2.085 -3.252 -2.662
C -3.361 -2.610 -2.811
C -3.299 -1.100 -2.698
C -4.052 -3.081 -4.082
H 1.560 -1.731 -6.696
H 1.244 -3.276 -5.866
H 1.555 -1.808 -4.928
H -0.838 -2.279 -6.763
H -0.247 0.073 -4.911
H -1.737 -0.178 -5.841
H -0.195 0.108 -6.674
H -3.924 -2.994 -1.955
H -2.716 -0.663 -3.509
H -2.827 -0.816 -1.762
H -4.313 -0.692 -2.732
H -3.559 -2.673 -4.962
H -5.095 -2.754 -4.073
H -4.025 -4.169 -4.143
C 1.787 1.751 2.847
C 1.001 1.927 3.774
C 0.067 2.109 4.812
C -0.917 3.158 4.633
C -0.677 4.215 3.722
C -1.618 5.191 3.458
C -2.862 5.183 4.087
C -3.129 4.151 4.977
C -2.191 3.166 5.246
C 0.097 1.174 5.916
C 0.798 -0.052 5.804
C 0.856 -0.962 6.844
C 0.231 -0.709 8.062
C -0.440 0.500 8.208
C -0.505 1.418 7.173
H 0.279 4.240 3.213
H -1.376 5.975 2.748
H -3.600 5.948 3.878
H -4.099 4.096 5.463
H -2.469 2.355 5.904
H 1.303 -0.272 4.871
H 1.399 -1.890 6.698
H 0.275 -1.426 8.873
H -0.913 0.744 9.155
H -0.995 2.365 7.350
```